Entry from the Open Molecules 2025 dataset: ClKO10SV as an isolated structure at a distorted geometry (wB97M-V/def2-TZVPD).

Last column: Löwdin charge in e.
Element x y z (Å)
O1 -0.67 3.92 1.25  -0.27
V1 -0.66 2.36 1.71  1.12
O2 0.63 1.96 2.55  -0.39
K1 1.39 -0.67 2.15  0.94
S1 -1.83 0.57 -0.13  0.26
O3 -2.80 -0.45 0.14  -0.18
O4 -0.80 0.48 0.91  -0.48
O5 -1.19 0.47 -1.46  -0.13
O6 -2.34 1.88 0.12  -0.30
Cl1 1.70 -2.11 -1.42  0.65
O7 1.44 -0.87 -2.16  -0.27
O8 0.37 -2.58 -1.02  -0.29
O9 2.23 -3.00 -2.38  -0.27
O10 2.54 -1.97 -0.28  -0.38

Properties
- orbital gap (alpha / beta) (eV) = 7.1 / 3.7
- ⟨S²⟩ = 0.76
- 2S+1 = 2
- LUMO (alpha / beta) (eV) = -3.604 / -5.208